[1]
The following is a quantum chemistry calculation of C6H14NOP as an isolated structure in a non-equilibrium geometry, from the Open Molecules 2025 dataset.

Atoms and positions in Å:
P -1.8732 -1.1943 -1.0316
O -1.3536 2.6819 -0.4326
N -1.3736 -0.3833 0.3428
C -2.3774 0.1068 1.3085
C -0.5813 1.8623 -0.8499
C 0.0458 0.7899 -0.0285
C 1.2190 0.0580 -0.5781
C 1.4296 -1.1731 0.3743
C 2.4728 0.9129 -0.4603
H 1.1147 -0.3227 -1.5183
H 1.2995 -0.8346 1.3258
H 0.2163 1.0947 1.0734
H -2.0574 0.0070 2.2615
H 2.3699 1.7683 0.2229
H -2.7464 1.0358 1.0746
H 3.1770 0.2781 -0.1528
H -3.2103 -0.7793 -1.2003
H -0.2392 1.7876 -1.8969
H 2.4094 -1.7018 0.2143
H -3.2415 -0.5635 1.3196
H 2.5990 1.2241 -1.4801
H 0.6032 -1.7737 0.2525
H -2.5365 -2.3320 -0.3656

Output
LUMO energy (eV): 0.2
Frontier orbital gap (eV): 9.10
Energy above the lowest of the compared OMol25 structures with the same formula, charge and spin (eV): 3.049

=====

[2]
The following is a quantum chemistry calculation of a 2-piece molecular cluster, C4H11S2 overall in a non-equilibrium geometry, from the Open Molecules 2025 dataset.

Atoms and positions in Å:
S 0.0329 -0.2136 -1.6221
S 2.1808 -1.6688 0.3316
C 1.2188 -0.4712 1.3467
C -1.0361 0.5632 1.6001
C -0.3671 0.7949 -3.1014
C -0.2833 -0.7904 1.5795
H 0.1768 1.7537 -3.1103
H -0.1019 0.2218 -3.9990
H 1.3620 -1.3386 -0.8487
H -0.8641 0.9515 0.5996
H -0.6658 -1.4484 0.7832
H -0.6766 1.2852 2.3409
H -2.1231 0.4386 1.6531
H 1.2215 0.4628 0.7589
H -1.4460 1.0466 -3.1514
H 1.7991 -0.3144 2.2807
H -0.4279 -1.2729 2.5587

Output
LUMO energy (eV): 3.6
Frontier orbital gap (eV): 6.55
Charge: -1
Energy above the lowest of the compared OMol25 structures with the same formula, charge and spin (eV): 0.484

=====

Short version: E_HOMO = -8.9298, -2.9183 eV, in the order given.